1.
The following is a quantum chemistry calculation of a 11-piece molecular cluster, C4H30NO12 overall in a non-equilibrium geometry, from the Open Molecules 2025 dataset.

Calculated values
ΔE to the lowest compared entry with this formula, charge and spin (kJ/mol): 131.3
Charge: +1

Geometry as XYZ:
```
47
C4H30NO12 | the Open Molecules 2025 dataset | ωB97M-V/def2-TZVPD
O -2.076 -1.285 2.530
C -2.024 -0.408 1.513
C -0.594 -0.582 0.823
N -0.060 -1.969 1.125
C 1.416 -1.883 1.123
C -0.989 -0.517 -0.705
O -2.946 0.266 1.197
H -2.871 -1.624 2.975
H 0.098 0.268 1.048
H -0.544 -2.614 0.385
H -0.567 -2.210 2.019
H 1.995 -2.841 1.036
H 1.765 -1.331 2.000
H 1.755 -1.334 0.225
H -0.159 -0.895 -1.317
H -1.781 -1.300 -0.831
H -1.325 0.390 -1.158
H -3.389 -2.950 -0.244
H -2.526 -3.898 0.654
O -2.519 -3.085 0.141
H 2.509 0.808 3.599
H 1.360 1.409 2.660
O 1.868 0.620 2.904
H 0.320 1.157 -0.896
H 0.688 2.292 -0.055
O 0.860 1.362 -0.127
H -1.810 3.479 1.152
H -2.495 3.600 -0.205
O -1.856 3.070 0.281
H -0.471 2.220 -3.467
H -0.248 0.722 -3.405
O -0.955 1.382 -3.425
H -0.022 2.443 2.090
H -0.224 2.742 3.667
O 0.323 2.850 2.890
H 3.702 0.784 -1.533
H 2.435 0.449 -0.515
O 3.056 0.168 -1.192
H 2.051 -1.342 -4.121
H 2.319 -0.433 -3.071
O 1.527 -0.734 -3.579
H -0.131 -4.428 -1.616
H 0.351 -3.134 -2.044
O 0.226 -3.621 -1.215
H -0.077 3.905 -1.019
H 1.241 4.394 -0.944
O 0.794 3.637 -1.352
```


2.
The following is a quantum chemistry calculation of a 11-piece molecular cluster, C4H31N2O11 overall in a non-equilibrium geometry, from the Open Molecules 2025 dataset.

Calculated values
ΔE to the lowest compared entry with this formula, charge and spin (kJ/mol): 174.4
Charge: -1

Geometry as XYZ:
```
48
C4H31N2O11 | the Open Molecules 2025 dataset | ωB97M-V/def2-TZVPD
C 1.174 2.531 1.416
C 1.458 2.556 -0.114
C 0.157 2.466 -0.975
O -0.297 1.194 -1.212
N 2.067 1.532 2.040
C 2.243 0.142 1.622
N 1.006 -0.583 1.297
H 1.440 3.449 1.937
H 0.145 2.243 1.653
H 2.022 3.427 -0.382
H 1.853 1.592 -0.436
H -0.633 3.119 -0.529
H 0.441 2.977 -1.925
H 2.885 1.930 2.469
H 2.830 0.152 0.695
H 2.695 -0.363 2.475
H 0.509 -0.062 0.584
H 0.579 -0.564 2.206
H 0.491 0.943 -2.676
H 1.248 1.689 -4.020
O 1.055 0.934 -3.475
H -1.413 -2.416 -3.015
H -0.105 -1.980 -3.635
O -0.874 -2.505 -3.808
H -1.057 -1.894 2.070
H -2.055 -1.918 0.852
O -1.898 -2.226 1.750
H 2.831 0.616 -2.624
H 3.761 1.351 -1.661
O 3.722 0.598 -2.242
H -2.190 -0.425 3.245
H -1.625 0.059 1.992
O -1.451 0.127 2.962
H 0.012 -3.027 -1.065
H 0.978 -2.759 0.189
O 0.405 -3.372 -0.277
H -2.122 0.600 -3.417
H -1.956 0.046 -1.838
O -2.234 -0.035 -2.747
H -1.496 0.733 -0.174
H -2.958 0.036 0.353
O -2.018 -0.027 0.216
H -2.394 -3.992 0.237
H -3.454 -2.791 -0.009
O -3.122 -3.642 -0.273
H 0.840 1.638 4.112
H -0.440 0.808 4.022
O -0.039 1.572 4.509
```


3.
The following is a quantum chemistry calculation of a 11-piece molecular cluster, C4H31N3O11 overall in a non-equilibrium geometry, from the Open Molecules 2025 dataset.

Calculated values
ΔE to the lowest compared entry with this formula, charge and spin (kJ/mol): 82.7
Charge: 0

Geometry as XYZ:
```
49
C4H31N3O11 | the Open Molecules 2025 dataset | ωB97M-V/def2-TZVPD
C 1.007 3.266 -1.142
N 0.831 1.926 -1.631
C 1.061 0.786 -0.913
O 0.465 -0.249 -1.225
C 2.078 0.862 0.204
N 1.455 0.422 1.469
C 2.462 -0.397 2.255
N 2.726 -1.714 1.728
H 1.238 4.035 -1.898
H 1.673 3.469 -0.310
H 0.008 3.703 -0.840
H 0.128 1.843 -2.353
H 2.477 1.869 0.313
H 3.005 0.280 0.129
H 0.723 -0.271 1.397
H 3.339 0.230 2.395
H 1.961 -0.615 3.215
H 3.028 -1.727 0.756
H 1.909 -2.308 1.799
O -0.767 -2.584 2.588
H -1.661 -2.247 2.471
H -0.620 -3.192 1.830
O -0.353 -1.394 -4.299
H -1.043 -0.824 -3.902
H 0.384 -1.262 -3.686
O -1.882 0.124 -2.549
H -0.959 0.081 -2.218
H -2.455 -0.549 -2.157
O -3.006 2.322 -1.567
H -2.461 1.556 -1.865
H -3.837 1.946 -1.269
O -2.382 -1.378 -0.314
H -3.124 -1.868 0.045
H -1.874 -0.873 0.351
O -1.825 -0.167 2.059
H -0.946 0.141 1.826
H -2.283 0.654 2.296
O -2.324 2.671 1.086
H -2.347 2.643 0.105
H -1.858 3.449 1.385
O -0.066 -3.815 0.262
H 0.758 -3.302 0.200
H -0.570 -3.381 -0.448
O 2.311 -2.544 -0.874
H 1.736 -1.985 -1.426
H 2.334 -3.366 -1.382
O 0.557 2.795 2.948
H 0.674 1.933 2.497
H 1.409 3.063 3.286
```


4.
The following is a quantum chemistry calculation of a 13-piece molecular cluster, C4H32F6O12P overall in a non-equilibrium geometry, from the Open Molecules 2025 dataset.

Calculated values
Charge: -1

Geometry as XYZ:
```
55
C4H32F6O12P | the Open Molecules 2025 dataset | ωB97M-V/def2-TZVPD
P 0.578 -0.857 0.564
F 0.430 -1.958 -0.613
F 0.803 -2.069 1.590
F 2.179 -0.768 0.301
F 0.651 0.157 1.806
F 0.394 0.365 -0.493
F -1.047 -0.935 0.688
C -2.222 2.339 1.252
C -1.205 2.789 2.295
O -0.010 3.357 1.753
H -2.636 1.365 1.505
H -1.687 2.163 0.312
H -2.983 3.085 1.036
H -0.839 1.922 2.858
H -1.669 3.485 2.992
H 0.464 2.690 1.249
C -0.323 3.769 -2.264
C -1.026 4.076 -3.572
O -2.072 3.199 -3.971
H 0.443 4.536 -2.136
H 0.237 2.832 -2.369
H -0.958 3.612 -1.394
H -0.262 4.229 -4.342
H -1.435 5.106 -3.542
H -2.806 3.384 -3.378
O 3.761 0.663 2.040
H 3.465 0.583 1.131
H 3.202 0.045 2.521
O -3.700 -0.442 -0.004
H -3.910 -1.356 -0.230
H -2.742 -0.454 0.138
O -1.273 -0.734 3.791
H -1.464 0.038 4.333
H -0.609 -0.428 3.155
O -1.550 -0.321 -3.539
H -1.538 -0.357 -2.576
H -0.812 0.253 -3.769
O 3.104 -4.530 2.215
H 3.743 -4.365 2.914
H 2.728 -3.664 2.002
O -0.884 -4.493 -0.642
H 0.019 -4.278 -0.899
H -1.055 -3.948 0.132
O 3.270 -2.434 -1.544
H 2.614 -1.794 -1.222
H 4.116 -2.029 -1.334
O 2.361 1.426 -2.044
H 1.875 1.025 -1.303
H 3.141 1.826 -1.650
O 2.499 -4.955 -0.610
H 2.631 -4.041 -0.922
H 2.811 -4.968 0.302
O -2.831 -3.093 1.785
H -3.683 -2.741 2.058
H -2.289 -2.307 1.642
```


5.
The following is a quantum chemistry calculation of a 11-piece molecular cluster, C4H32NO10S overall in a non-equilibrium geometry, from the Open Molecules 2025 dataset.

Calculated values
ΔE to the lowest compared entry with this formula, charge and spin (kJ/mol): 25.3
Charge: +1

Geometry as XYZ:
```
48
C4H32NO10S | the Open Molecules 2025 dataset | ωB97M-V/def2-TZVPD
C 1.621 2.272 0.316
C 0.750 1.088 -0.015
C 1.690 -0.129 0.063
C 1.133 -1.369 -0.624
S 1.444 -1.445 -2.428
N -0.417 0.873 0.979
H 2.089 2.143 1.320
H 1.221 3.268 0.084
H 2.440 2.306 -0.405
H 0.163 1.145 -0.952
H 2.624 0.142 -0.407
H 1.976 -0.187 1.122
H 0.069 -1.471 -0.434
H 1.681 -2.259 -0.140
H 1.807 -2.709 -2.738
H -0.240 1.408 1.840
H -0.400 -0.094 1.274
H -1.417 1.000 0.770
H -1.365 0.256 -4.506
H 0.088 0.456 -4.229
O -0.776 0.667 -3.855
H 0.524 0.190 4.271
H 1.300 -0.355 3.218
O 0.500 0.205 3.300
H 0.744 -4.421 3.016
H -0.356 -3.370 2.794
O 0.525 -3.634 2.497
H -2.698 1.975 -0.652
H -3.474 1.051 0.402
O -2.987 1.867 0.256
H -1.800 0.234 -2.463
H -2.412 -0.564 -1.178
O -2.302 0.275 -1.629
H -4.583 -0.626 2.967
H -4.737 -1.549 1.677
O -4.126 -1.136 2.291
H 2.126 -2.703 2.391
H 3.558 -2.219 2.167
O 2.687 -1.911 2.439
H -2.169 4.269 -2.167
H -1.520 3.489 -0.963
O -1.406 4.214 -1.578
H -2.352 -1.539 2.142
H -1.476 -2.804 1.666
O -1.485 -1.855 1.831
H 2.970 2.573 -2.859
H 3.762 1.303 -2.518
O 3.268 2.029 -2.122
```


6.
The following is a quantum chemistry calculation of a 13-piece molecular cluster, C4H32NO14 overall in a non-equilibrium geometry, from the Open Molecules 2025 dataset.

Calculated values
ΔE to the lowest compared entry with this formula, charge and spin (kJ/mol): 368.3
Charge: -1

Geometry as XYZ:
```
51
C4H32NO14 | the Open Molecules 2025 dataset | ωB97M-V/def2-TZVPD
C -0.106 -0.622 1.036
O 1.145 -0.419 0.516
C -1.241 0.020 0.233
C -1.042 -0.149 -1.269
C -2.223 0.311 -2.120
O -2.406 -0.145 -3.228
N -1.551 1.434 0.489
H -0.272 -1.720 1.087
H -0.093 -0.330 2.105
H -2.200 -0.512 0.380
H -0.212 0.351 -1.756
H -0.759 -1.200 -1.512
H -3.075 0.742 -1.680
H -0.937 2.023 -0.097
H -1.315 1.797 1.446
H 2.800 1.702 0.196
H 1.350 0.615 0.164
O 1.901 1.871 -0.067
H 3.560 0.433 2.318
H 2.241 -0.259 2.045
O 2.815 0.017 2.763
H -3.769 -2.646 -1.464
H -2.429 -3.246 -0.909
O -3.286 -2.921 -0.661
H -4.043 0.546 0.050
H -3.540 1.324 1.157
O -4.396 0.946 0.850
H -0.978 2.146 3.894
H -0.578 0.914 3.451
O -1.421 1.430 3.379
H 1.259 2.778 1.022
H 0.986 4.189 1.801
O 0.965 3.239 1.863
H -0.221 -3.879 -1.617
H -0.256 -3.027 -2.779
O -0.847 -3.678 -2.404
H 1.806 0.337 -3.178
H 0.767 -0.752 -3.647
O 1.685 -0.594 -3.423
H 2.112 3.065 -2.957
H 1.942 2.021 -1.653
O 1.873 2.196 -2.648
H 2.323 -1.424 -2.099
H 1.956 -1.665 -0.633
O 2.518 -2.050 -1.350
H 1.035 2.443 3.297
H 1.960 1.281 3.685
O 1.318 1.881 4.063
H 0.499 -3.524 0.625
H 1.659 -3.536 -0.493
O 0.721 -3.758 -0.271
```


7.
The following is a quantum chemistry calculation of a 13-piece molecular cluster, C4H32O13S overall in a non-equilibrium geometry, from the Open Molecules 2025 dataset.

Calculated values
ΔE to the lowest compared entry with this formula, charge and spin (kJ/mol): 501.7
Charge: 0

Geometry as XYZ:
```
50
C4H32O13S | the Open Molecules 2025 dataset | ωB97M-V/def2-TZVPD
O -0.011 -3.484 0.508
C 0.395 -3.449 1.605
C 0.004 -2.408 2.691
C -0.110 -1.048 1.925
C 1.065 -0.117 2.257
S 1.080 1.297 1.124
H 0.837 -4.344 2.140
H 0.536 -2.277 3.642
H -0.910 -2.735 2.993
H -0.518 -1.197 0.972
H -1.037 -0.554 2.289
H 1.909 -0.801 1.930
H 1.252 0.310 3.245
H 1.508 2.349 1.912
H -2.553 -1.148 -4.579
H -1.027 -0.928 -4.376
O -1.817 -0.549 -4.551
H -3.219 0.127 -2.998
H -4.279 1.162 -3.311
O -3.474 1.003 -2.888
H 1.507 -4.393 -0.645
H 0.938 -3.151 -1.597
O 1.769 -3.614 -1.220
H 0.793 3.506 -1.961
H -0.531 3.660 -2.762
O -0.098 3.934 -2.087
H 4.700 -2.570 -0.608
H 3.342 -2.916 -0.594
O 4.104 -2.949 -0.027
H -1.152 3.638 -0.941
H -2.429 4.457 -0.736
O -1.972 3.652 -0.361
H -1.653 1.814 -4.020
H -2.705 3.063 -3.712
O -1.767 2.786 -3.770
H 3.779 -3.136 1.652
H 4.488 -1.788 1.921
O 3.996 -2.492 2.430
H 1.658 3.316 3.896
H 0.230 3.104 4.118
O 1.094 2.602 4.133
H -0.523 -1.080 -2.036
H -1.299 -2.488 -1.884
O -0.727 -1.926 -2.453
H -1.349 0.916 -0.186
H -2.821 0.715 -0.785
O -2.022 0.313 -0.475
H -1.826 3.262 1.570
H -2.492 2.954 2.821
O -1.644 3.041 2.482
```


8.
The following is a quantum chemistry calculation of a 12-piece molecular cluster, C4H33N2O12S overall in a non-equilibrium geometry, from the Open Molecules 2025 dataset.

Calculated values
ΔE to the lowest compared entry with this formula, charge and spin (kJ/mol): 398.3
Charge: +1

Geometry as XYZ:
```
52
C4H33N2O12S | the Open Molecules 2025 dataset | ωB97M-V/def2-TZVPD
N 0.713 1.204 -1.103
C 1.638 0.090 -0.655
C 2.389 -0.687 -1.786
S 3.707 0.198 -2.776
C 0.727 -0.887 0.134
N 1.173 -1.741 1.092
C 2.141 -1.647 2.102
O -0.427 -0.994 -0.327
H 0.120 1.335 -0.293
H 0.033 0.673 -1.697
H 0.978 2.001 -1.750
H 2.355 0.473 0.153
H 1.774 -1.121 -2.579
H 2.768 -1.449 -1.057
H 3.008 1.355 -2.570
H 0.359 -2.379 1.261
H 3.160 -1.028 1.815
H 2.413 -2.634 2.567
H 1.799 -1.332 3.013
H 1.120 -3.608 -0.706
H 1.962 -4.197 -1.746
O 1.680 -3.268 -1.471
H -1.546 1.672 0.236
H -1.236 0.474 1.161
O -1.236 1.433 1.151
H -0.715 1.368 -3.752
H 0.448 2.272 -4.385
O 0.187 1.761 -3.648
H -1.484 -1.022 -3.660
H -0.795 -1.781 -2.488
O -0.780 -0.934 -3.043
H -2.167 2.132 3.234
H -1.538 3.617 2.885
O -1.622 2.911 3.457
H -2.209 1.138 -3.246
H -3.615 1.575 -2.476
O -2.587 1.787 -2.637
H -1.256 -3.243 0.643
H -2.080 -3.937 -0.258
O -1.215 -4.031 0.078
H 2.707 0.548 3.453
H 2.194 1.719 2.577
O 2.424 1.489 3.481
H -3.369 -0.605 2.530
H -3.828 -1.695 1.605
O -3.047 -1.265 1.887
H -0.932 3.810 -1.275
H -0.103 4.751 -0.406
O -0.122 3.835 -0.725
H -2.094 -0.671 4.476
H -1.582 0.448 3.646
O -2.388 0.088 3.877
```


So what do the calculations give for energy? Going down the list: -30688.580, -30154.660, -31644.661, -54840.393, -37462.100, -34825.155, -42117.318, -43060.451 eV.
So what do the calculations give for HOMO-LUMO gap? Going down the list: 0.4074, 0.2987, 0.3528, 0.3718, 0.3402, 0.3400, 0.3099, 0.3387 hartree.